Entry 1:
Molecular formula: C32H30N4O6
Method: DFT, the ωB97M-V functional and the def2-TZVPD basis

Properties
- E (eV) = -51919.6997
- HOMO level (eV) = -7.85
- LUMO level (hartree) = 0.00051
- SMILES string = O=C(COC(=O)c1ccccc1C(=O)OCC(=O)NCCc1c[nH]c2ccccc12)NCCc1c[nH]c2ccccc12
- relative energy (zero: lowest compared OMol25 entry of this formula, charge and spin) (kJ/mol) = 0.0
- orbital gap (eV) = 7.86

Geometry as ORCA input:
```
! RIJCOSX wB97M-V def2-TZVPD def2/J DEFGRID3
* xyz 0 1
O 0.1336 -3.8687 -0.1057
C 0.4410 -2.6943 -0.1272
N 0.6416 -1.9443 0.9623
H 0.8951 -0.9703 0.8836
C 0.5731 -2.4873 2.3015
H -0.3122 -2.1016 2.8157
C 1.8261 -2.1160 3.1024
C 1.9152 -0.6393 3.3093
C 1.3694 0.0730 4.3366
N 1.6353 1.4075 4.1809
C 2.3723 1.5840 3.0463
C 2.9009 2.7381 2.4833
C 3.6363 2.6041 1.3258
C 3.8304 1.3551 0.7296
C 3.2992 0.2090 1.2755
C 2.5627 0.3092 2.4569
H 3.4603 -0.7497 0.8045
H 4.4138 1.2955 -0.1773
H 4.0772 3.4779 0.8698
H 2.7478 3.7034 2.9434
H 1.3706 2.1326 4.8259
H 0.7949 -0.2784 5.1714
H 1.7737 -2.6180 4.0693
H 2.7128 -2.4714 2.5742
H 0.4821 -3.5707 2.1978
C 0.5948 -1.9760 -1.4727
H -0.4049 -1.8666 -1.9095
H 1.1993 -2.6078 -2.1272
O 1.2390 -0.7106 -1.4047
C 0.4729 0.3782 -1.3967
O -0.7358 0.3618 -1.4105
C 1.2870 1.6194 -1.4362
C 2.3305 1.7122 -2.3502
C 3.0233 2.8998 -2.5040
C 2.6723 4.0101 -1.7530
C 1.6474 3.9218 -0.8294
C 0.9552 2.7281 -0.6535
C -0.0863 2.7025 0.4069
O -0.7165 3.6753 0.7361
O -0.2080 1.5044 0.9951
C -1.1425 1.4311 2.0687
H -0.6252 1.6437 3.0086
H -1.9193 2.1926 1.9228
C -1.8058 0.0576 2.1853
O -2.0449 -0.4120 3.2823
N -2.1114 -0.5259 1.0248
H -1.8603 -0.0929 0.1432
C -2.8227 -1.7824 0.9391
H -3.1221 -2.0540 1.9535
H -2.1584 -2.5561 0.5425
C -4.0492 -1.6420 0.0271
C -3.6368 -1.1988 -1.3374
C -3.7392 0.0573 -1.8600
N -3.1961 0.0952 -3.1138
C -2.6997 -1.1368 -3.4184
C -2.0364 -1.5902 -4.5521
C -1.6476 -2.9127 -4.5788
C -1.9146 -3.7709 -3.5077
C -2.5708 -3.3294 -2.3807
C -2.9689 -1.9927 -2.3208
H -2.7628 -4.0004 -1.5578
H -1.5932 -4.7996 -3.5683
H -1.1286 -3.2972 -5.4447
H -1.8340 -0.9271 -5.3810
H -3.1049 0.9196 -3.6816
H -4.1756 0.9371 -1.4260
H -4.5520 -2.6091 -0.0255
H -4.7388 -0.9133 0.4570
H 1.3678 4.7705 -0.2242
H 3.2017 4.9418 -1.8832
H 3.8315 2.9610 -3.2172
H 2.5825 0.8499 -2.9483
*
```

=====

Entry 2:
Molecular formula: C32H31AsF7N7O9S2V
Method: DFT, the ωB97M-V functional and the def2-TZVPD basis

Properties
- E (eV) = -189770.0289
- HOMO level (alpha / beta) (eV) = -4.75 / -4.77
- LUMO level (alpha / beta) (hartree) = 0.03280 / 0.03280
- relative energy (zero: lowest compared OMol25 entry of this formula, charge and spin) (kJ/mol) = 0.0
- orbital gap (alpha / beta) (eV) = 5.65 / 5.66

Geometry as ORCA input:
```
! RIJCOSX wB97M-V def2-TZVPD def2/J DEFGRID3
* xyz -1 3
V 2.3834 -1.3442 1.2054
C 2.9619 4.7582 2.2086
S 1.6119 3.6861 1.7084
C 2.0713 2.1008 2.4070
S 3.6076 1.7471 2.8964
N 0.9547 1.3718 2.4164
N 1.1031 0.0144 2.4238
C 0.1044 -0.6252 2.9271
C -0.1238 -2.0272 2.5886
C -1.1793 -2.7480 3.1256
C -1.3907 -4.0456 2.6853
C -0.5531 -4.5909 1.7300
C 0.4931 -3.8193 1.2457
N 0.6834 -2.5728 1.6604
H 2.8045 5.7095 1.6982
H 2.9603 4.9161 3.2856
H 3.9170 4.3311 1.9129
H -0.6426 -0.0811 3.4985
H -1.8151 -2.2928 3.8724
H -2.2075 -4.6270 3.0932
H -0.6896 -5.5967 1.3617
H 1.2073 -4.1807 0.5180
F -3.4153 1.5856 -0.1872
C -2.2748 1.7408 -0.9096
C -1.1565 1.0986 -0.4795
C 0.0605 1.3079 -1.1214
C 1.2300 0.5320 -0.7662
O 1.0761 -0.5698 -0.1926
C 2.4839 1.0829 -1.1518
C 2.4940 2.0870 -2.0632
N 1.3785 2.6287 -2.6226
C 1.4910 3.6228 -3.6566
C 1.0805 3.2473 -5.0525
C 2.5312 3.4410 -4.7140
C 0.1331 2.2720 -2.1266
C -1.0434 2.8429 -2.6176
C -2.2851 2.5290 -2.0757
N -3.4478 2.9990 -2.7463
C -4.7753 2.6566 -2.2517
C -5.1279 1.1885 -2.4288
N -4.8840 0.7126 -3.8356
C -3.6096 1.2154 -4.4430
C -3.4389 2.7077 -4.1832
C 3.7959 0.6425 -0.5447
O 4.8401 1.0228 -1.0400
O 3.6462 -0.0407 0.5321
H -1.2030 0.4299 0.3703
H 3.4446 2.4958 -2.3770
H 1.2775 4.6331 -3.3266
H 0.5769 3.9919 -5.6538
H 0.7493 2.2277 -5.1972
H 3.0325 4.3303 -5.0671
H 3.1515 2.5578 -4.6653
H -0.9885 3.5498 -3.4309
H -5.4786 3.2756 -2.8175
H -4.8788 2.9255 -1.2066
H -6.1766 1.0053 -2.1978
H -4.5316 0.5461 -1.7859
H -5.6596 0.9562 -4.4454
H -4.8300 -0.3211 -3.7211
H -3.6519 0.9861 -5.5066
H -2.7930 0.6405 -4.0008
H -4.2550 3.2745 -4.6408
H -2.5205 3.0489 -4.6469
O 3.1718 -0.6787 5.2285
C 2.5252 -1.7486 5.7030
C 2.0215 -1.6362 7.0063
C 1.3534 -2.6877 7.5948
C 1.1765 -3.8860 6.9048
C 1.6770 -3.9958 5.6233
C 2.3470 -2.9432 4.9943
C 2.7595 -3.1668 3.5637
O 2.7065 -4.2891 3.0970
O 3.1140 -2.1036 2.8783
H 3.3562 -0.7912 4.2727
H 2.1721 -0.6968 7.5220
H 0.9608 -2.5739 8.5988
H 0.6551 -4.7157 7.3645
H 1.5657 -4.9090 5.0532
F -1.8027 -3.7647 -2.7587
As -3.1712 -2.7654 -2.9674
F -3.5248 -2.7799 -1.2769
F -2.2751 -1.2940 -2.7327
F -4.6446 -1.6998 -3.1717
F -2.9500 -2.5917 -4.6706
F -4.2323 -4.0968 -3.2250
O 4.3907 -4.3472 -0.7085
N 4.2266 -3.3567 -0.0169
O 5.0730 -2.8611 0.6994
O 3.0385 -2.8108 -0.0499
*
```

=====

Entry 3:
Molecular formula: C32H31BBrN8O5Ti
Method: DFT, the ωB97M-V functional and the def2-TZVPD basis

Properties
- E (eV) = -149683.4345
- HOMO level (alpha / beta) (eV) = -5.88 / -7.18
- LUMO level (alpha / beta) (hartree) = -0.00036 / -0.00007
- relative energy (zero: lowest compared OMol25 entry of this formula, charge and spin) (kJ/mol) = 69.9
- orbital gap (alpha / beta) (eV) = 5.87 / 7.17

Geometry as ORCA input:
```
! RIJCOSX wB97M-V def2-TZVPD def2/J DEFGRID3
* xyz 0 2
Ti 0.0008 0.1681 -2.3826
C -3.9358 -0.3617 -1.1124
C -2.6186 0.0115 -0.8070
N -2.0219 0.4882 -1.9414
N -2.9825 0.6129 -2.9022
C -4.1190 0.0286 -2.4463
B -2.5630 0.6874 -4.4214
N -1.3438 1.7003 -4.5702
C -1.2647 2.8745 -5.2233
C -0.0251 3.4634 -5.0131
C 0.7002 2.5027 -4.2617
N -0.1410 1.4692 -4.0047
N -1.9747 -0.7595 -4.6692
C -2.3374 -1.6982 -5.5690
C -1.4194 -2.7560 -5.5103
C -0.5232 -2.3870 -4.5084
N -0.8875 -1.2326 -3.9401
H -4.6785 -0.8159 -0.4741
H -2.0332 -0.1799 0.0901
H -4.9732 -0.0219 -3.1182
H -3.4580 0.9746 -5.1586
H -2.1295 3.1627 -5.8207
H 0.3351 4.4196 -5.4080
H 1.7097 2.5580 -3.9230
H -3.1720 -1.4819 -6.2186
H -1.3131 -3.6256 -6.1607
H 0.3160 -2.9806 -4.1657
C 3.7674 -2.0043 -3.0874
C 2.5519 -1.4545 -2.4383
O 1.7747 -0.6036 -3.0256
C 2.3408 -2.0477 -1.1302
C 3.3837 -2.8887 -0.5428
C 3.1188 -3.6087 0.5981
C 1.8412 -3.4787 1.2076
C 0.8486 -2.5877 0.7467
C 1.0760 -1.8493 -0.4513
O 0.0628 -1.2081 -1.0339
H 3.9571 -1.4683 -4.0367
H 3.6668 -3.1188 -3.2739
H 4.6249 -1.8880 -2.3583
H 4.3925 -2.8412 -0.9529
H 3.8758 -4.2102 1.0817
H 1.5950 -4.1543 2.0132
H -0.0558 -2.4061 1.2853
C -3.0202 3.3182 0.6934
O -2.0071 2.4438 1.1658
C -2.2242 1.7085 2.2491
C -3.4323 1.5147 2.8748
C -3.4122 1.0147 4.1983
Br -5.0311 0.9637 5.1486
C -2.2687 0.5251 4.8498
C -1.0554 0.5630 4.1131
C -1.0232 1.1200 2.7863
O 0.0252 1.1250 2.0378
C 0.1798 0.1405 4.6653
N 1.2657 0.0629 3.8656
C 2.3817 -0.1762 4.6853
C 3.6847 -0.3059 4.2804
C 4.5775 -0.5039 5.3113
C 4.2337 -0.5591 6.6661
C 2.8794 -0.4541 7.0452
C 1.9476 -0.3215 6.0142
N 0.5342 -0.1377 5.9615
H -3.6242 3.7908 1.5112
H -3.7131 2.7716 0.0303
H -2.5328 4.1138 0.0911
H -4.4157 1.7659 2.4418
H -2.3477 0.1150 5.8365
H 1.1104 0.4537 2.8958
H 4.0127 -0.2050 3.2405
H 5.6046 -0.6879 5.0027
H 4.9646 -0.5691 7.4337
H 2.4610 -0.5529 8.0625
H -0.0917 -0.1249 6.7685
C 0.8629 2.4759 -0.5437
O 0.6878 1.3703 -1.3719
H 1.9683 2.6205 -0.4713
H 0.5011 2.2574 0.4458
H 0.3476 3.3601 -0.9461
*
```

=====

Entry 4:
Molecular formula: C32H31CoN5O5S2
Method: DFT, the ωB97M-V functional and the def2-TZVPD basis

Properties
- E (eV) = -110667.0725
- HOMO level (eV) = -10.86
- LUMO level (hartree) = -0.14322
- relative energy (zero: lowest compared OMol25 entry of this formula, charge and spin) (kJ/mol) = 127.6
- orbital gap (eV) = 6.96

Geometry as ORCA input:
```
! RIJCOSX wB97M-V def2-TZVPD def2/J DEFGRID3
* xyz 1 1
Co -0.3370 -0.2302 0.7315
O 1.3983 -4.5214 -1.8807
C 2.4871 -3.7787 -1.6486
C 3.7241 -4.3751 -1.9132
C 4.8913 -3.6756 -1.7161
C 4.8728 -2.3591 -1.2437
C 3.6624 -1.7712 -0.9656
C 2.4539 -2.4590 -1.1567
C 1.2058 -1.7819 -0.7898
O 1.2829 -0.6466 -0.1793
N 0.0420 -2.3108 -1.1464
N -0.9347 -1.5445 -0.5918
C -2.1792 -1.6633 -0.8533
C -3.0220 -0.8044 -0.0101
C -4.4000 -0.7336 -0.1021
C -5.0801 0.1436 0.7313
C -4.3651 0.9144 1.6315
C -2.9858 0.7845 1.6741
N -2.3270 -0.0526 0.8766
H 0.6035 -3.9772 -1.7200
H 3.7295 -5.3907 -2.2835
H 5.8368 -4.1539 -1.9364
H 5.7961 -1.8161 -1.0965
H 3.6088 -0.7645 -0.5731
H -2.5647 -2.3644 -1.5847
H -4.9231 -1.3503 -0.8190
H -6.1569 0.2238 0.6738
H -4.8574 1.6037 2.3015
H -2.3891 1.3533 2.3753
O -0.2783 -1.0883 4.3698
S 0.4228 -1.0877 3.1255
O -0.0703 -1.9036 1.9815
N 0.3459 0.2944 2.3515
C 0.3280 1.6353 2.6966
C 0.6065 2.2756 3.8732
C 0.5153 3.6894 3.9083
C 0.1504 4.4284 2.8150
C -0.1592 3.7802 1.5926
C -0.5927 4.4231 0.4090
C -0.8883 3.6825 -0.6977
C -0.7466 2.2848 -0.6508
N -0.3636 1.6575 0.4367
C -0.0574 2.3889 1.5564
C 2.1006 -1.4502 3.4665
C 2.9176 -1.9730 2.4733
C 4.2542 -2.1966 2.7559
C 4.7576 -1.8959 4.0146
C 3.9282 -1.3844 5.0030
C 2.5857 -1.1627 4.7381
H 0.8841 1.7217 4.7589
H 0.7369 4.1924 4.8398
H 0.0845 5.5063 2.8724
H -0.6842 5.5017 0.3919
H -1.2085 4.1446 -1.6195
H -0.9634 1.6737 -1.5189
H 2.5126 -2.2141 1.5021
H 4.8971 -2.6123 1.9910
H 5.8025 -2.0736 4.2315
H 4.3232 -1.1666 5.9857
H 1.9182 -0.7965 5.5048
C 5.4836 1.3922 -0.5601
C 4.5175 2.5201 -0.8846
S 2.7909 1.9727 -0.9024
O 1.9895 3.2413 -0.8362
C 2.7216 1.3802 -2.6257
C 2.3122 2.4799 -3.5895
H 6.4878 1.7888 -0.4147
H 5.5366 0.6607 -1.3679
H 5.1910 0.8721 0.3538
H 4.7384 2.9895 -1.8448
H 4.5196 3.2945 -0.1171
H 2.0174 0.5465 -2.6306
H 3.7087 0.9787 -2.8615
H 1.3832 2.9499 -3.2717
H 2.1759 2.0590 -4.5852
H 3.0662 3.2640 -3.6504
*
```

=====

Entry 5:
Molecular formula: C32H31CrN4O3S3Se
Method: DFT, the ωB97M-V functional and the def2-TZVPD basis

Properties
- E (eV) = -172066.7681
- HOMO level (alpha / beta) (eV) = -1.83 / -1.81
- LUMO level (alpha / beta) (hartree) = 0.14512 / 0.14511
- relative energy (zero: lowest compared OMol25 entry of this formula, charge and spin) (kJ/mol) = 320.1
- orbital gap (alpha / beta) (eV) = 5.77 / 5.76

Geometry as ORCA input:
```
! RIJCOSX wB97M-V def2-TZVPD def2/J DEFGRID3
* xyz -2 4
Cr 10.5889 12.3036 11.7468
C 14.0099 10.9758 16.2160
C 12.5500 10.6504 15.9663
N 11.7639 11.8103 16.0600
C 10.8798 11.9169 17.2103
C 11.1832 13.1642 18.0022
C 11.3120 12.4029 14.9464
S 12.2459 12.2426 13.5114
N 10.2799 13.3213 15.1701
C 9.4013 13.5483 14.1922
O 9.2879 12.9406 13.1086
C 8.2819 14.6063 14.5761
C 7.2682 14.7954 13.6410
C 6.1136 15.4928 14.1147
C 5.9269 15.9033 15.3875
C 6.9506 15.7133 16.2721
C 8.0994 15.0641 15.8355
H 14.6676 10.0777 15.9602
H 14.1634 11.2478 17.2693
H 14.3310 11.8134 15.5094
H 12.1235 9.8796 16.6270
H 12.5602 10.3974 14.9626
H 11.0863 11.0966 17.8821
H 9.7773 11.8010 16.9230
H 12.2428 13.3338 18.2626
H 10.6693 13.0862 18.9415
H 10.8030 13.9718 17.3714
H 7.2773 14.3851 12.6234
H 5.3614 15.6605 13.3395
H 4.9194 16.2910 15.6909
H 6.9231 16.2565 17.2619
H 8.8643 15.0454 16.4351
S 9.1545 10.0788 14.6296
C 9.3622 9.2883 13.0596
S 10.0003 9.9955 11.5920
C 8.8193 7.9883 12.8221
C 8.9000 7.3450 11.5158
N 8.8472 6.7944 10.5069
C 8.1200 7.1229 13.7232
N 7.6813 6.3060 14.4431
C 8.1522 16.7845 5.3894
C 8.3203 16.0237 6.6243
C 8.8176 14.7219 6.6288
C 9.0723 13.9477 7.7239
C 9.5736 12.4939 7.4966
C 9.1082 14.6104 8.9675
C 8.6425 15.9108 9.0690
C 8.6426 16.5571 10.4185
C 8.2358 16.5857 7.8930
C 9.5777 13.8545 10.2254
O 10.5702 14.2457 10.8644
O 9.1755 12.6214 10.3367
H 7.2597 17.4295 5.2726
H 7.9136 16.0509 4.5424
H 9.0065 17.4719 5.1230
H 8.9484 14.1750 5.6825
H 9.6249 12.4182 6.4032
H 8.8391 11.7566 7.9506
H 10.5242 12.2807 7.9264
H 9.5731 16.5817 10.9064
H 7.8790 16.0875 11.1124
H 8.3461 17.6100 10.3798
H 7.8462 17.6095 8.0884
Se 12.4321 11.6408 10.1725
C 13.2793 13.3363 9.6876
C 13.2698 14.4455 10.5221
C 13.7884 15.6422 10.0274
C 14.3061 15.7998 8.7277
C 14.2647 14.7059 7.9290
C 13.7851 13.4942 8.3698
H 12.8533 14.2388 11.5190
H 13.7351 16.6004 10.6387
H 14.7828 16.6685 8.3844
H 14.6711 14.8044 6.9494
H 13.7395 12.7272 7.5678
*
```

=====

Entry 6:
Molecular formula: C32H31N3O5PRu
Method: DFT, the ωB97M-V functional and the def2-TZVPD basis

Properties
- E (eV) = -60250.6946
- HOMO level (alpha / beta) (eV) = -13.99 / -14.02
- LUMO level (alpha / beta) (hartree) = -0.29542 / -0.27580
- orbital gap (alpha / beta) (eV) = 5.95 / 6.52

Geometry as ORCA input:
```
! RIJCOSX wB97M-V def2-TZVPD def2/J DEFGRID3
* xyz 2 2
Ru -0.1263 -0.1919 0.3534
O -3.7085 -0.7427 -2.1566
C -2.5784 -0.6833 -1.7547
O -2.0460 0.0863 -0.9175
C -1.5522 -1.7229 -2.3991
P -0.3766 -2.2226 -1.0816
C -1.4018 -3.3329 -0.0565
C -2.2541 -2.7291 0.8731
C -3.0437 -3.4982 1.7055
C -3.0013 -4.8819 1.6115
C -2.1901 -5.4849 0.6625
C -1.3839 -4.7207 -0.1644
C 0.8915 -3.2320 -1.8862
C 1.5620 -4.1892 -1.1209
C 2.5473 -4.9661 -1.6951
C 2.9089 -4.7698 -3.0210
C 2.2756 -3.7878 -3.7699
C 1.2717 -3.0181 -3.2110
H -1.0463 -1.1835 -3.2051
H -2.0972 -2.5783 -2.8065
H -2.3186 -1.6443 0.9165
H -3.6937 -3.0166 2.4213
H -3.6159 -5.4896 2.2577
H -2.1835 -6.5593 0.5641
H -0.7539 -5.2043 -0.8954
H 1.2998 -4.3257 -0.0822
H 3.0340 -5.7290 -1.1087
H 3.6931 -5.3678 -3.4603
H 2.5639 -3.6269 -4.7981
H 0.7902 -2.2618 -3.8123
O -4.2193 -0.8776 6.1339
C -4.4141 0.2146 5.2799
C -3.3378 0.2414 4.2371
C -3.3849 1.1272 3.1613
C -2.3748 1.0778 2.2183
N -1.3824 0.1975 2.2823
C -1.3181 -0.6746 3.3021
C -2.2691 -0.6484 4.3135
C -0.2261 -1.6613 3.2237
C -0.0569 -2.7005 4.1313
C 0.9704 -3.6234 3.9466
C 1.0982 -4.7839 4.9055
O 0.8269 -4.4186 6.2275
C 1.8247 -3.4490 2.8613
C 1.6025 -2.3812 2.0080
N 0.6056 -1.5236 2.1783
H -4.9121 -0.8972 6.8035
H -4.3854 1.1676 5.8326
H -5.3930 0.1591 4.7781
H -4.1971 1.8286 3.0497
H -2.3747 1.7436 1.3636
H -2.2285 -1.3223 5.1515
H -0.7112 -2.8261 4.9788
H 2.0737 -5.2729 4.7993
H 0.3274 -5.5164 4.6317
H 1.5879 -3.9765 6.6214
H 2.6505 -4.1202 2.6824
H 2.2585 -2.1869 1.1670
O 2.4257 0.0898 0.1041
C 2.6899 1.2556 0.8678
C 1.6023 2.2900 0.6946
C 1.6798 3.5530 1.2664
C 0.6492 4.4489 1.0318
C -0.4022 4.0756 0.2021
C -0.4177 2.7916 -0.3119
N 0.5545 1.9207 -0.0460
H 2.5859 0.2983 -0.8311
H 3.6611 1.6861 0.5949
H 2.7379 0.9366 1.9164
H 2.5263 3.8148 1.8831
H 0.6667 5.4279 1.4864
H -1.1976 4.7613 -0.0398
H -1.2165 2.4280 -0.9496
*
```